Entry 1:
# C22H22N2O3S

C22H22N2O3S in the gas phase (ωB97M-V with the def2-TZVPD basis set, the Open Molecules 2025 dataset).

Each line ends with the Mulliken charge.
CARTESIAN COORDINATES (ANGSTROEM)
C -0.860 -4.167 2.437  -1.45
C 0.188 -3.351 1.710  0.83
O 0.998 -3.829 0.952  -0.59
N 0.096 -2.021 2.014  0.00
C 0.840 -0.954 1.527  0.15
C 1.938 -1.116 0.688  -0.42
C 2.606 -0.011 0.186  -0.18
C 2.231 1.272 0.564  -0.36
C 1.164 1.444 1.425  -0.38
C 0.456 0.346 1.882  0.46
S -0.948 0.600 2.957  -0.42
C -2.011 1.599 1.941  0.46
C -2.989 2.347 2.584  -0.72
C -3.863 3.116 1.842  -0.63
C -3.779 3.157 0.454  0.74
C -2.798 2.398 -0.170  -0.82
C -1.920 1.617 0.558  -0.29
H -1.169 1.034 0.048  0.61
H -2.716 2.409 -1.248  0.38
C -4.719 4.014 -0.337  -1.45
H -4.672 3.771 -1.395  0.35
H -5.743 3.881 0.010  0.38
H -4.461 5.066 -0.214  0.30
H -4.620 3.698 2.348  0.39
H -3.056 2.320 3.661  0.42
H 0.858 2.434 1.730  0.47
H 2.774 2.130 0.197  0.58
C 3.760 -0.228 -0.748  0.03
O 4.876 -0.501 -0.353  -0.68
N 3.455 -0.095 -2.063  0.07
C 4.470 -0.362 -3.056  -1.12
H 4.643 0.521 -3.675  0.33
H 5.387 -0.618 -2.528  0.39
H 4.174 -1.198 -3.693  0.33
C 2.121 0.227 -2.535  -1.27
C 1.112 -0.829 -2.204  0.58
C 1.117 -2.182 -2.370  -0.38
C -0.103 -2.654 -1.828  -0.79
C -0.760 -1.555 -1.377  -0.40
O -0.035 -0.442 -1.601  -0.24
H -1.715 -1.428 -0.906  0.62
H -0.428 -3.672 -1.775  0.50
H 1.894 -2.773 -2.808  0.51
H 1.774 1.170 -2.098  0.37
H 2.185 0.358 -3.620  0.53
H 2.246 -2.111 0.411  0.60
H -0.654 -1.736 2.635  0.13
H -0.739 -5.215 2.180  0.37
H -0.749 -4.046 3.512  0.36
H -1.857 -3.839 2.149  0.33

- E_HOMO (eV) = -8.2
- F_max (eV Å⁻¹) = 0.802
- net charge = 0
- SMILES = CC(=O)Nc1cc(C(=O)N(C)Cc2ccco2)ccc1Sc1ccc(C)cc1
- gap between HOMO and LUMO (eV) = 8.75
- energy above the lowest of the compared OMol25 structures with the same formula, charge and spin (kJ/mol) = 32.28

Entry 2:
# C22H22N4OS

C22H22N4OS in the gas phase (ωB97M-V with the def2-TZVPD basis set, the Open Molecules 2025 dataset).

Each line ends with the Mulliken charge.
CARTESIAN COORDINATES (ANGSTROEM)
N 2.645 3.305 -2.405  -0.46
C 2.974 3.587 -1.347  0.29
C 3.421 3.895 -0.019  -0.36
H 4.299 4.542 -0.045  0.44
H 2.614 4.338 0.565  0.29
S 3.951 2.351 0.809  -0.14
C 2.370 1.559 0.891  0.44
N 1.355 2.262 0.552  -0.32
C 0.120 1.676 0.594  -0.17
C -1.014 2.396 0.214  -1.61
C -2.256 1.813 0.257  -0.10
C -2.446 0.481 0.686  1.66
C -1.307 -0.230 1.067  -0.56
C -0.045 0.347 1.020  -0.14
C 1.125 -0.429 1.411  0.54
O 1.113 -1.580 1.797  -0.69
N 2.338 0.267 1.319  0.13
C 3.542 -0.483 1.622  -2.26
C 3.993 -1.333 0.459  1.25
C 4.554 -2.580 0.699  -0.54
C 4.986 -3.370 -0.351  -0.62
C 4.856 -2.923 -1.655  -0.38
C 4.293 -1.683 -1.902  -0.80
C 3.865 -0.891 -0.852  -0.01
H 3.425 0.073 -1.066  0.37
H 4.185 -1.328 -2.916  0.41
H 5.189 -3.541 -2.476  0.38
H 5.418 -4.339 -0.150  0.37
H 4.647 -2.935 1.715  0.36
H 3.314 -1.128 2.475  0.39
H 4.331 0.221 1.908  0.72
H -1.359 -1.244 1.430  0.52
N -3.697 -0.083 0.796  -0.01
C -4.898 0.679 0.530  -1.16
H -5.696 0.243 1.142  0.44
C -5.303 0.596 -0.944  -0.42
C -5.514 -0.869 -1.323  -0.79
C -4.269 -1.680 -0.971  -0.59
C -3.909 -1.487 0.507  -0.81
H -4.733 -1.841 1.137  0.40
H -3.022 -2.067 0.750  0.27
H -3.428 -1.347 -1.583  0.29
H -4.437 -2.739 -1.171  0.41
H -6.371 -1.264 -0.772  0.31
H -5.731 -0.956 -2.389  0.36
H -4.512 1.023 -1.564  0.29
H -6.217 1.169 -1.112  0.38
H -4.766 1.711 0.854  0.48
H -3.097 2.403 -0.068  0.31
H -0.893 3.412 -0.128  0.43

- E_HOMO (eV) = -7.4
- F_max (eV Å⁻¹) = 0.985
- net charge = 0
- SMILES = N#CCSc1nc2ccc(N3CCCCC3)cc2c(=O)n1Cc1ccccc1
- gap between HOMO and LUMO (eV) = 7.88
- energy above the lowest of the compared OMol25 structures with the same formula, charge and spin (kJ/mol) = 37.71

Entry 3:
# C22H22N7OPtS2

C22H22N7OPtS2 as an isolated structure (ωB97M-V with the def2-TZVPD basis set, the Open Molecules 2025 dataset).

Each line ends with the Mulliken charge.
CARTESIAN COORDINATES (ANGSTROEM)
Pt -0.486 -0.071 0.536  1.10
C -4.176 -3.707 0.391  -0.86
N -4.317 -2.258 0.372  0.16
C -5.496 -1.556 0.532  -0.59
C -5.194 -0.253 0.498  -0.32
N -3.805 -0.144 0.328  0.31
C -3.280 -1.410 0.245  0.11
S -1.703 -1.964 -0.008  -0.57
C -3.172 1.110 0.123  0.89
C -3.888 2.273 0.360  -0.74
C -3.372 3.476 -0.087  -0.52
C -2.170 3.492 -0.769  -1.05
C -1.467 2.310 -0.858  -0.11
N -1.933 1.142 -0.391  -0.11
H -5.169 -4.145 0.433  0.32
H -3.596 -4.011 1.260  0.36
H -3.668 -4.040 -0.512  0.34
H -6.444 -2.050 0.636  0.44
H -5.842 0.598 0.538  0.37
H -4.831 2.247 0.881  0.36
H -3.921 4.391 0.087  0.44
H -1.754 4.403 -1.173  0.43
H -0.482 2.268 -1.299  0.73
O 0.731 -1.209 1.594  -0.96
C 1.981 -1.566 1.326  0.94
C 2.828 -1.689 2.444  -0.53
C 4.115 -2.164 2.338  -0.49
C 4.629 -2.536 1.096  -0.70
C 3.819 -2.416 -0.012  -0.87
C 2.505 -1.930 0.070  0.23
C 1.731 -1.921 -1.180  -0.03
N 1.153 -0.901 -1.786  -0.26
C 0.591 -1.395 -2.942  -0.77
C 0.840 -2.727 -3.042  -0.41
N 1.566 -3.046 -1.920  -0.06
H 2.411 -1.409 3.402  0.45
H 4.728 -2.248 3.227  0.40
H 5.641 -2.904 0.999  0.42
H 4.209 -2.680 -0.988  0.43
H 0.054 -0.762 -3.627  0.44
H 0.576 -3.457 -3.786  0.48
H 1.887 -3.960 -1.650  0.26
C 2.663 4.221 1.570  -0.85
N 2.637 3.291 0.453  0.18
C 3.500 3.326 -0.632  -0.58
C 3.192 2.277 -1.417  -0.49
N 2.147 1.610 -0.811  0.57
C 1.820 2.226 0.333  0.33
S 0.632 1.758 1.482  -0.77
H 2.570 5.241 1.201  0.35
H 3.595 4.114 2.121  0.34
H 1.830 3.999 2.230  0.27
H 4.249 4.091 -0.734  0.47
H 3.622 1.943 -2.344  0.49
H 1.712 0.717 -1.138  0.22

- E_HOMO (eV) = -9.7
- F_max (eV Å⁻¹) = 0.684
- net charge = +1
- gap between HOMO and LUMO (eV) = 6.65
- energy above the lowest of the compared OMol25 structures with the same formula, charge and spin (kJ/mol) = 16.49

Entry 4:
# C22H22NNiO4S2

C22H22NNiO4S2 as an isolated structure in a non-equilibrium geometry (ωB97M-V with the def2-TZVPD basis set, the Open Molecules 2025 dataset).

Each line ends with the Mulliken charge.
CARTESIAN COORDINATES (ANGSTROEM)
Ni -1.594 -0.842 -0.189  0.62
O 0.449 -0.951 -0.086  -0.24
S 1.616 -1.707 0.494  0.08
C 2.169 -0.722 1.967  -0.89
C 1.798 0.748 1.883  -0.56
C 0.346 1.002 2.308  -0.36
C -0.155 2.351 1.822  -1.05
S -0.405 2.253 -0.018  0.42
O -1.417 1.151 -0.174  -0.49
C -1.372 3.777 -0.172  0.44
C -2.749 3.687 -0.098  -0.49
C -3.511 4.834 -0.245  -0.66
C -2.891 6.053 -0.469  -0.45
C -1.508 6.131 -0.546  -0.59
C -0.739 4.988 -0.403  -0.40
C 2.976 -1.372 -0.659  0.60
C 4.085 -2.200 -0.560  -0.49
C 5.111 -2.077 -1.480  -0.65
C 5.017 -1.142 -2.498  -0.48
C 3.892 -0.338 -2.605  -0.69
C 2.859 -0.455 -1.686  -0.21
H 3.240 -0.887 2.042  0.56
H 1.687 -1.183 2.828  0.52
H 1.956 1.107 0.863  0.27
H 2.460 1.312 2.546  0.49
H 0.266 0.943 3.396  0.47
H -0.321 0.227 1.897  0.13
H 0.561 3.150 2.007  0.48
H -1.111 2.603 2.275  0.54
H -3.213 2.726 0.061  0.45
H -4.586 4.771 -0.183  0.41
H -3.483 6.949 -0.580  0.40
H -1.025 7.082 -0.720  0.39
H 0.337 5.045 -0.470  0.40
H 4.137 -2.932 0.232  0.42
H 5.972 -2.723 -1.404  0.41
H 5.816 -1.052 -3.219  0.40
H 3.812 0.375 -3.410  0.42
H 1.968 0.151 -1.775  0.33
O -5.239 -2.491 -0.175  -0.62
C -4.069 -2.204 -0.153  0.38
O -3.492 -1.085 -0.052  -0.48
C -3.027 -3.370 -0.234  0.66
C -3.405 -4.701 -0.176  -0.53
C -2.406 -5.664 -0.180  -0.21
C -1.086 -5.254 -0.287  -0.91
C -0.806 -3.903 -0.379  0.01
N -1.759 -2.975 -0.331  -0.15
H -4.452 -4.950 -0.114  0.49
H -2.648 -6.714 -0.102  0.45
H -0.275 -5.965 -0.298  0.41
H 0.212 -3.560 -0.491  0.51

- E_HOMO (alpha / beta) (eV) = -12.2 / -12.2
- F_max (eV Å⁻¹) = 3.358
- net charge = +1
- gap between HOMO and LUMO (alpha / beta) (eV) = 7.95 / 8.10

Respective electronic energy values: -1584.9847; -1544.0262; -2225.6660; -3511.7017 Ha.